1.
The following is a DFT calculation (ωB97M-V with the def2-TZVPD basis set) of 3 unconnected molecules or ions with the total composition C20H47N4O3 in a non-equilibrium geometry.

Geometry as ORCA input:
```
! RIJCOSX wB97M-V def2-TZVPD def2/J DEFGRID3
* xyz -1 1
C -0.896 1.471 -0.318
H -3.957 -0.517 -5.443
H 6.909 0.223 6.995
H 6.911 1.895 7.592
H -0.194 4.573 0.878
H -2.152 -0.892 -6.583
C 2.153 0.946 6.041
H 0.679 3.828 -0.454
H -1.415 3.787 -1.803
C -3.784 -1.566 -4.995
H -0.079 -3.095 -4.034
H 0.115 2.961 2.533
H -7.547 -4.109 -5.144
H -2.390 -3.098 -2.989
N 4.602 1.669 6.154
N -0.826 -3.753 -4.291
H 0.591 2.020 -1.832
H -1.702 -5.142 -2.803
H 2.152 2.794 0.948
H 2.147 0.397 5.098
H 6.270 1.187 5.010
C -6.200 -1.248 -4.118
H 2.241 1.906 2.467
H -5.755 -3.696 -5.235
C 5.182 1.066 4.958
H 2.970 2.736 6.874
C -0.789 -5.011 -3.502
C -0.230 -0.702 -5.460
H -4.313 -0.734 -2.989
H 2.299 0.239 6.860
O 0.724 -0.366 -6.231
H -0.806 -5.950 -4.180
C 4.926 1.026 7.422
H -2.937 -3.930 -4.596
C -6.801 -3.236 -5.200
C -1.351 4.381 -0.888
H -4.659 -2.610 -3.111
O -7.038 -2.430 -4.015
H 6.599 0.552 8.698
H 1.007 0.573 -0.895
H 4.503 1.625 8.236
H -7.010 -2.653 -6.160
H -0.241 0.499 -2.127
C 0.218 2.179 1.770
H 3.872 -0.556 4.313
C -2.187 -3.175 -4.129
N -0.622 2.547 0.636
C -0.288 3.845 0.064
H -4.111 -2.358 -5.774
H 1.156 1.382 6.160
C 1.709 1.970 1.511
H 4.477 0.028 7.501
C -4.678 -1.608 -3.648
C 0.184 1.133 -1.343
H -6.215 -0.761 -5.151
H 0.139 -5.128 -2.841
C 4.886 -0.408 4.687
H -1.107 5.406 -1.179
H -1.161 0.560 0.230
H -1.275 -2.500 -6.498
H 5.026 -1.033 5.572
H -2.336 4.393 -0.412
C 3.199 2.059 6.041
H 1.901 1.037 0.980
C 6.424 0.919 7.683
N -2.340 -1.801 -4.668
H -1.810 1.728 -0.865
H -6.608 -0.476 -3.362
H 3.063 2.670 5.142
H 5.566 -0.781 3.916
O -0.178 -0.246 -4.138
H -0.187 1.277 2.243
H 4.891 1.652 4.079
C -1.517 -1.565 -5.893
*
```

**Relative energy (zero: lowest compared OMol25 entry of this formula, charge and spin)**: 57.8 kcal per mole
**E_LUMO**: 2.3 eV
**Frontier orbital gap**: 0.224 Eh

Here are the Löwdin charges for atoms 1 to 2, given in e:
1. C -0.244
2. H 0.128

2.
The following is a DFT calculation (ωB97M-V with the def2-TZVPD basis set) of a molecular structure, C20H47NO2P3V in a non-equilibrium geometry.

Geometry as ORCA input:
```
! RIJCOSX wB97M-V def2-TZVPD def2/J DEFGRID3
* xyz 2 3
H 1.926 1.929 2.064
H -1.297 0.783 5.837
H -0.975 -2.517 -2.674
H -1.205 5.329 0.002
C 0.611 -1.072 -2.822
C 0.595 1.343 -2.702
C 0.037 -2.373 -2.261
O -0.606 -0.185 2.389
H 0.217 1.301 -3.743
C 1.710 2.991 1.897
H 1.700 1.435 -2.813
H -0.188 -2.634 4.076
H -2.795 3.631 2.102
H 1.717 -1.142 -2.936
H -2.917 4.895 -0.068
C 1.368 -4.792 -0.281
H 0.618 3.458 -2.255
P -0.100 2.367 -0.185
H -2.423 -2.495 -0.339
H -1.697 -2.536 2.044
H -2.905 -4.891 -0.600
H 1.139 -4.944 -1.342
H -1.631 2.313 2.327
H 2.205 2.863 -0.181
H -0.533 -1.844 5.645
H 0.655 5.310 0.860
C 1.382 -3.318 0.126
H -1.836 -2.030 4.432
V -0.045 0.000 -0.176
H 0.658 -3.221 -2.584
C -1.654 3.208 0.326
H 1.104 5.060 -0.855
C -1.825 -3.464 1.474
H 1.540 1.166 4.374
H -2.838 -3.842 1.669
H 2.353 5.208 0.386
H -2.382 0.905 4.416
C 1.352 4.802 0.182
C 1.385 0.086 4.261
C -0.764 -1.842 4.572
H 2.622 -3.661 1.844
C 1.391 3.292 0.431
C 0.012 2.574 -2.009
H -1.008 2.743 -2.391
H 0.899 3.299 2.571
C 1.715 -0.037 0.366
H 0.893 -3.658 2.238
C -1.665 -3.237 -0.031
P -0.105 -2.349 -0.428
H 2.612 3.551 2.182
P -0.345 -0.234 3.885
H -1.124 -4.220 1.855
H 0.669 -5.378 0.330
H 2.372 -5.204 -0.104
H 2.028 -0.285 3.453
H -1.843 -4.358 -1.911
H -1.081 4.016 2.285
H 1.757 -2.123 1.932
H -2.417 2.496 -0.036
H -1.748 -0.024 -0.338
C -1.342 0.981 4.758
H -1.490 0.036 -1.194
C -1.908 4.562 -0.341
H 1.648 -0.415 5.201
H -0.965 1.993 4.561
C -1.897 -4.522 -0.830
H 0.237 -0.929 -3.856
H -1.187 -5.310 -0.558
H -1.861 4.506 -1.433
C -1.782 3.289 1.850
N 0.245 0.097 -2.031
C 1.662 -3.171 1.624
O 2.846 -0.060 0.709
H 2.205 -2.819 -0.417
*
```

**Relative energy (zero: lowest compared OMol25 entry of this formula, charge and spin)**: 0.7 kcal per mole
**E_LUMO (alpha / beta)**: -7.4 / -7.9 eV
**Frontier orbital gap (alpha / beta)**: 0.265 / 0.272 Eh
**<S²>**: 2.023

Here are the Löwdin charges for atoms 1 to 2, given in e:
1. H 0.037
2. H 0.075

3.
The following is a DFT calculation (ωB97M-V with the def2-TZVPD basis set) of a molecular structure, C20H48As4RuS4 in a non-equilibrium geometry.

Geometry as ORCA input:
```
! RIJCOSX wB97M-V def2-TZVPD def2/J DEFGRID3
* xyz 4 5
S -0.837 -3.426 -0.114
H 3.849 -3.448 2.393
C 0.590 2.307 -0.630
H -1.028 1.472 -3.017
H 3.954 -2.010 0.495
H 0.202 0.639 6.602
H 0.593 2.474 0.456
S 2.245 -2.747 -0.922
C -1.863 1.605 -0.503
H 1.260 3.052 -1.080
C 0.089 -4.496 -1.283
C 0.055 0.042 5.699
H 1.266 0.343 -3.384
H -1.055 4.110 0.380
C -0.308 2.804 4.214
Ru 0.461 -1.411 0.157
H 3.391 2.142 -0.017
H -3.654 1.614 -4.428
C -3.949 2.481 -3.834
H 0.111 3.504 3.488
H -2.640 -1.970 -2.279
H -0.286 -5.513 -1.147
H -2.812 -0.690 1.648
As -1.646 -0.370 -0.584
H -4.684 3.056 -4.400
H -2.571 4.467 -5.925
C -1.201 3.989 -0.691
C -0.903 2.504 -2.676
H -4.409 2.170 -2.899
C 2.096 0.550 -2.705
C -2.405 -0.903 -2.317
H -0.920 4.734 -5.352
H -1.532 -3.636 2.099
As 1.541 0.567 -0.825
H -0.585 4.726 -1.206
H -2.856 1.821 -0.921
H -3.335 -0.357 -2.497
H 2.861 -0.215 -2.856
C -0.843 2.563 -1.143
H 3.021 -4.744 1.542
As -2.371 3.611 -3.562
C -3.106 -0.862 0.611
H 4.058 0.549 -0.417
C 2.571 1.509 4.317
H -1.410 -5.231 1.331
H 1.964 -5.068 -0.356
H 4.333 -3.615 -0.153
S 0.282 0.145 2.273
C 1.596 -4.452 -1.172
H 3.160 0.590 4.342
H -1.905 1.817 0.573
S 1.502 -3.026 2.252
H -3.994 -0.261 0.389
H 2.750 2.064 5.238
H -1.712 -0.740 -3.145
H -1.010 -0.183 5.598
H 0.263 -4.835 3.206
H -1.437 3.097 -5.840
H 3.180 0.780 1.115
H 2.043 -4.807 -2.106
H -0.245 -4.132 -2.258
H -1.371 2.649 4.021
C -0.891 -4.284 1.495
H -0.200 3.233 5.213
H -2.254 4.196 -0.911
H 2.880 2.127 3.470
C 3.556 -3.012 0.323
H -3.364 -1.915 0.485
H 2.533 1.525 -2.942
H 0.023 2.912 -3.096
As 0.669 1.119 4.209
C 0.442 -4.527 2.171
C 3.218 1.062 0.060
H 1.004 -5.315 1.674
H 0.622 -0.885 5.790
C 3.109 -3.661 1.620
C -1.749 4.028 -5.359
*
```

**Relative energy (zero: lowest compared OMol25 entry of this formula, charge and spin)**: 10.8 kcal per mole
**E_LUMO (alpha / beta)**: -11.3 / -13.0 eV
**Frontier orbital gap (alpha / beta)**: 0.275 / 0.228 Eh
**<S²>**: 6.026

Here are the Löwdin charges for atoms 1 to 2, given in e:
1. S 0.809
2. H 0.101

4.
The following is a DFT calculation (ωB97M-V with the def2-TZVPD basis set) of a molecular structure, C20H48B2N4O12Pb in a non-equilibrium geometry.

Geometry as ORCA input:
```
! RIJCOSX wB97M-V def2-TZVPD def2/J DEFGRID3
* xyz 0 1
H 4.542 3.478 2.057
H -3.474 0.473 -0.153
H 0.083 2.689 -4.110
H 1.123 1.816 -3.066
N 0.397 -1.140 1.719
H -0.426 -0.645 4.889
O -0.109 0.879 3.633
H 4.259 2.171 3.181
H 0.171 2.843 4.403
B -1.566 3.513 1.237
H -1.403 -4.007 -1.664
C 0.559 1.834 4.538
O -1.389 -2.211 -0.493
C -4.559 -0.147 -3.440
C 3.970 -1.243 -0.648
C -0.765 -3.411 -1.010
O -3.394 0.295 -2.763
H -3.419 -1.436 1.830
C -2.783 -2.259 -0.241
H -0.856 2.953 1.826
O 4.532 -2.294 -1.242
H 2.575 0.670 2.480
O 1.201 3.108 -0.105
H -1.155 4.480 0.992
O 4.398 -0.470 0.149
H -5.670 -1.859 0.943
H -0.620 -3.856 -0.025
H -0.084 3.909 -1.568
H 0.269 -3.363 -1.350
C -0.358 -2.866 3.348
H -5.448 -0.239 -2.816
H 1.064 -0.627 4.085
H -0.124 -0.193 -2.082
H 1.665 3.979 -1.958
H 3.124 2.636 -0.396
H 1.260 -1.507 2.094
H 3.065 0.769 1.101
B 3.492 -2.967 -2.127
C -3.501 -1.199 0.769
O 3.810 -6.434 -2.383
H -2.424 3.571 1.889
Pb -0.358 1.155 0.680
C -4.992 -1.042 0.696
H 0.859 4.994 -0.743
H -0.644 -3.632 2.627
N -0.737 0.538 -1.751
C 0.924 3.989 -1.159
H -1.994 0.285 -4.320
C -2.308 0.887 -3.468
C 2.552 3.217 0.327
C 3.779 -5.196 -2.469
H 0.619 -3.136 3.749
H -4.744 0.629 -4.183
C 4.340 -4.397 -3.737
H -1.644 0.130 -1.574
H 2.088 3.049 2.503
N 2.261 1.094 1.619
H 4.801 1.959 1.468
H -3.225 -2.219 -1.237
C 2.575 -1.029 -1.256
N -2.902 0.149 0.613
H 0.206 1.066 -4.389
O 4.101 -3.048 -3.468
H 0.034 -1.869 1.122
H -4.310 -1.064 -3.974
C 4.120 2.477 2.144
H 1.642 1.716 4.576
O 3.146 -4.322 -1.649
O 2.369 -2.006 -2.142
H -3.296 0.648 1.399
H -5.332 -0.387 1.498
H -1.779 3.036 0.294
O 1.807 -0.133 -0.920
C -0.496 -1.335 2.841
H 2.894 4.251 0.299
H -2.795 1.634 -4.095
H -0.955 -3.020 4.246
H -5.243 -0.606 -0.271
C -1.105 1.537 -2.702
H -1.526 -1.157 2.531
O 4.749 -4.972 -4.760
H 0.190 1.451 5.490
C 0.147 1.757 -3.549
H -3.079 -3.234 0.147
H -1.392 2.469 -2.215
C 0.001 -0.479 3.899
C 2.623 2.476 1.746
*
```

**E_LUMO**: 0.2 eV
**Frontier orbital gap**: 0.311 Eh

Here are the Löwdin charges for atoms 1 to 2, given in e:
1. H 0.075
2. H 0.067

5.
The following is a DFT calculation (ωB97M-V with the def2-TZVPD basis set) of a molecular structure, C20H48FGaNO2S.

Geometry as ORCA input:
```
! RIJCOSX wB97M-V def2-TZVPD def2/J DEFGRID3
* xyz -1 1
H 1.159 0.839 -8.029
H 2.602 0.239 5.004
H 4.497 1.307 6.124
H -1.376 -0.897 0.783
C -4.176 -0.869 5.228
H -3.270 -0.627 5.791
C 3.493 -1.668 4.587
C -0.703 -1.343 3.976
H -3.492 3.799 -10.528
H 4.802 -0.941 3.000
H -5.908 -2.154 5.458
H -3.721 4.663 -9.005
H 3.083 -0.775 2.647
H -1.797 -2.334 5.547
C -1.371 -0.147 -0.012
H -2.342 0.353 0.019
C 5.892 -0.324 6.037
H 4.236 -2.347 5.018
H -1.249 0.258 -7.638
H 0.154 3.028 -9.904
H 4.919 0.818 4.501
C 0.478 1.522 -7.513
H 5.504 0.011 8.145
H -3.306 -0.462 3.306
H 6.761 0.339 5.996
H 2.537 -2.195 4.644
H -3.579 2.910 -9.005
C -3.206 3.822 -9.473
H -5.249 -1.563 6.985
H 6.610 -1.327 7.826
O -0.161 2.061 -4.276
H -1.161 -0.361 4.106
H -0.586 0.579 0.200
Ga 0.464 -0.167 -2.361
H -1.093 -3.418 4.371
H -4.754 0.057 5.175
H -1.371 4.901 -9.755
H -0.584 0.702 -9.973
H 0.793 2.544 -7.736
C -4.982 -1.917 5.988
H 3.853 -2.354 2.560
H -2.244 1.151 -9.661
H -2.721 -2.738 2.659
H -1.623 1.941 -7.375
H -1.437 4.000 -8.260
C -1.694 3.951 -9.321
S 2.292 -0.649 -1.042
C -1.611 -2.461 4.476
H 4.885 -1.529 7.546
H 1.629 -1.009 0.064
H 0.246 -1.335 4.515
H -2.087 -0.741 -1.956
H -4.728 -1.471 3.241
C -1.173 -0.839 -1.365
C 4.680 0.430 5.494
F -1.001 -2.239 -1.133
C -3.808 -1.293 3.807
C -0.916 2.820 -9.992
O 0.236 1.784 -2.211
H 0.592 1.371 -6.441
C -1.208 1.424 -9.435
H 6.128 -1.169 5.384
H 3.064 -0.653 6.433
H -3.496 -3.414 4.072
C 5.712 -0.821 7.468
H -1.138 2.824 -11.065
H 0.675 -0.735 -3.815
C -0.964 1.271 -7.934
C 3.392 -0.393 5.422
C -2.934 -2.545 3.715
N -0.278 2.508 -3.164
H -0.482 -1.471 2.915
C 3.828 -1.418 3.119
H -4.421 -2.845 6.109
*
```

**E_LUMO**: 2.6 eV
**Frontier orbital gap**: 0.284 Eh

Here are the Löwdin charges for atoms 1 to 2, given in e:
1. H 0.074
2. H 0.108

6.
The following is a DFT calculation (ωB97M-V with the def2-TZVPD basis set) of a molecular structure, C20H49AsO4RhSi3 in a non-equilibrium geometry.

Geometry as ORCA input:
```
! RIJCOSX wB97M-V def2-TZVPD def2/J DEFGRID3
* xyz 1 1
As 0.008 -2.433 -0.362
H 0.019 4.810 -1.783
H 0.716 2.819 4.046
H -4.210 1.975 -1.122
H -1.217 0.825 -2.737
H 2.520 3.537 -1.341
H -3.097 -4.401 -1.720
H 0.229 1.287 3.322
H -0.872 -2.671 2.585
H -0.621 -4.370 2.927
C -3.136 -0.731 0.217
Rh 0.084 -0.056 0.414
C -1.349 -3.174 -1.545
Si -2.209 1.879 0.256
C 1.745 -1.275 2.457
H -3.394 3.532 -1.113
H 0.425 0.784 -3.403
H -0.745 -3.838 -2.167
H -3.156 -3.353 -0.314
C 3.940 -1.815 1.364
H -1.404 3.969 -2.402
C -0.158 0.846 -2.480
H 2.464 -4.403 -0.623
H 0.048 5.497 2.272
H 2.881 -4.148 -2.313
C -3.138 2.277 1.791
H -1.525 4.794 1.906
C -3.225 2.453 -1.173
H 2.960 0.429 0.046
H -2.795 2.230 -2.147
H 4.845 -1.383 0.933
H 2.357 4.268 0.737
H -1.698 -2.369 -2.194
H -3.273 -1.172 -0.768
H 3.955 0.013 3.389
H 2.479 2.379 -2.670
H 4.315 0.900 1.903
C -0.482 4.821 1.594
O 2.365 -0.231 0.419
H 0.052 -0.092 -1.938
H 2.305 -1.947 -1.196
H -1.854 -3.897 1.761
H 0.089 3.995 -3.345
H 2.562 3.821 2.430
H 1.208 -2.314 -2.517
C 0.199 -3.760 1.036
C -2.495 -3.962 -0.923
Si 0.335 2.388 -1.523
H -0.974 2.538 3.658
H -4.059 -0.230 0.513
H -0.433 5.255 0.591
H 0.158 -4.725 0.529
C 0.045 2.361 3.313
C -0.320 3.926 -2.332
C 2.920 -0.738 1.670
H 3.537 -2.541 0.657
Si 0.357 3.151 1.664
C -0.858 -3.659 2.136
H -4.162 1.911 1.665
C 2.186 2.541 -1.629
C -0.381 2.188 0.199
C 1.546 -2.645 -1.532
O -2.053 0.197 0.193
O 1.912 -2.054 3.364
H 1.202 -3.648 1.445
H -2.914 -1.504 0.949
H 1.305 -4.794 -1.888
C 3.521 0.407 2.471
C 2.071 -4.078 -1.586
H 2.735 1.834 -1.012
H 4.198 -2.336 2.284
O 0.557 -0.765 2.186
H 2.764 2.607 1.168
H -3.211 3.352 1.962
H -2.719 1.808 2.681
C 2.178 3.475 1.465
H 2.761 1.142 2.736
H -2.131 -4.781 -0.305
*
```

**Relative energy (zero: lowest compared OMol25 entry of this formula, charge and spin)**: 0.0 kcal per mole
**E_LUMO (alpha / beta)**: -3.9 / -4.6 eV
**Frontier orbital gap (alpha / beta)**: 0.261 / 0.239 Eh

Here are the Löwdin charges for atoms 1 to 2, given in e:
1. As 1.238
2. H 0.039